[1]
C5H13NO | the ωB97M-V functional and the def2-TZVPD basis

As for the relative energy (zero: lowest compared OMol25 entry of this formula, charge and spin): 268.4 kJ/mol. Its spin multiplicity is 2. The total charge is +1. The energy is -327.9131 Ha. The HOMO-LUMO gap (spin up / spin down) is 0.473 / 0.252 Ha.

CARTESIAN COORDINATES (ANGSTROEM)
H  -2.59243  -1.40516  1.06376
C  -0.35024  0.05840  -0.00125
H  -1.89547  -0.32152  -1.41058
H  -0.22347  0.06279  -2.18980
H  -3.20770  -0.12181  2.02207
H  -1.40382  1.40686  -1.50913
O  2.46600  -1.10012  -0.86668
H  0.93780  1.24109  -0.92656
H  -0.82236  0.72418  2.04152
H  -1.69848  1.62418  0.71855
H  2.82384  -1.78470  -0.27522
N  0.96053  0.73943  0.00531
C  2.11355  -0.05432  0.20241
H  -3.35787  0.03506  0.35818
C  -2.63835  -0.35312  1.12861
H  1.91528  -0.57332  1.10856
H  3.04271  0.55882  0.21601
H  -0.24185  -1.05532  0.10123
C  -1.36756  0.60337  1.03190
C  -1.04537  0.28463  -1.43206

***

[2]
C29H76BrN5O4 | the ωB97M-V functional and the def2-TZVPD basis

As for the relative energy (zero: lowest compared OMol25 entry of this formula, charge and spin): 347.9 kJ/mol. The total charge is +4. The energy is -4297.8251 Ha. The HOMO-LUMO gap is 0.185 Ha.

CARTESIAN COORDINATES (ANGSTROEM)
H  -3.94180  18.04513  -13.41228
Br  -0.65224  24.89233  -5.00468
H  -3.28659  30.81241  -7.73558
C  -2.91232  17.40837  -11.47616
H  -1.92077  18.36558  -9.76451
C  3.26498  19.90567  -10.04060
H  1.54020  28.55171  -0.96427
H  5.37961  20.50111  0.89758
H  4.93273  27.13587  -15.59373
H  3.30257  20.95016  -9.73116
H  0.28902  29.77190  -1.16391
N  -3.70434  32.23254  -9.22694
H  -1.25370  27.41794  1.35004
H  -4.53375  28.85794  -11.12219
H  6.66261  19.76328  -0.11064
C  -3.89162  30.79028  -8.64197
C  0.70637  31.13578  1.10254
H  3.18219  28.69497  1.32452
H  2.41354  29.60213  -14.05616
C  -2.97390  17.96248  -12.91786
N  7.30521  21.63391  0.77493
H  -2.09559  33.66573  -10.02805
H  -5.37300  32.91650  -8.00054
H  -1.65895  32.62007  -8.69071
H  -3.26693  28.81068  -9.02962
H  0.96904  20.87865  -10.50436
H  6.80974  20.84739  2.63169
H  -3.90234  17.56228  -11.04689
H  3.73601  30.39477  -14.66267
H  -2.25467  17.48077  -13.58025
H  4.19202  27.22037  -10.50178
H  -4.92609  30.68206  -8.31598
C  7.72920  20.95472  2.05620
C  6.73591  22.98352  1.15595
H  4.53293  26.54541  -12.87163
H  6.04463  21.71774  -1.77566
O  3.07409  28.72615  -10.89794
H  4.28701  19.60425  -10.27016
H  -0.22123  20.63597  -12.63058
H  4.88273  20.47244  -1.69764
H  2.78766  28.29990  -10.08685
H  5.98559  22.74842  1.91084
H  1.09442  27.77076  1.32284
H  3.17603  30.48775  0.74662
H  2.81575  29.93505  2.40815
H  -0.91289  28.42244  -0.02607
H  -5.52779  32.44308  -10.49950
H  5.19979  28.45713  -11.03083
N  -1.59876  19.52463  -11.53207
H  -2.27501  19.83681  -13.71308
C  6.13299  20.68468  0.13153
H  -2.79309  29.89524  -10.36500
N  1.25476  29.75904  0.84877
H  8.41870  21.60715  2.59192
H  -0.89320  17.51701  -10.96017
C  4.15769  27.78430  -15.18513
H  2.07288  30.20082  -1.11717
H  2.48907  18.39627  -11.35656
O  -4.71212  29.29146  -10.28442
O  -1.82345  29.39102  1.62996
H  7.46577  23.56044  1.72389
H  2.99473  27.20157  -12.75555
H  -4.19998  34.21345  -8.46756
H  2.59255  19.97721  -12.16043
H  5.97795  29.30174  -14.78542
N  4.28363  28.52878  -13.79393
C  -2.01950  20.72325  -10.75185
H  5.93814  29.58428  -12.93662
H  -1.86359  31.91450  -10.32695
H  -2.32516  29.86542  0.96300
C  -2.22475  32.66272  -9.62140
H  -3.08237  20.61347  -10.53655
H  -3.52204  19.94640  -12.54134
C  -4.44323  32.40082  -10.59979
H  1.42331  31.90401  1.39221
H  -3.71596  33.15644  -7.24267
C  4.22615  28.01659  -11.24540
H  8.31064  20.03455  1.99864
H  -4.17164  31.64958  -11.34141
C  -3.56297  29.67381  -9.62584
C  8.42601  21.83266  -0.21052
H  3.15087  27.36672  -15.17940
C  0.92486  19.85511  -10.87655
H  0.05350  18.96370  -12.78710
H  0.46582  28.83218  2.69131
H  0.73622  19.17036  -10.04973
H  -1.32858  20.83127  -9.91575
H  6.35827  28.00629  -13.65110
H  3.93472  22.66914  -1.27366
C  4.03948  27.48811  -12.63516
C  -2.59179  19.42071  -12.75673
C  2.73955  29.69076  1.34861
C  0.52386  28.65135  1.61798
C  5.77732  28.91883  -13.78480
H  2.87967  19.31172  -9.21182
C  5.39324  21.20260  -1.06966
H  -0.14357  31.32455  0.44676
H  -1.89431  21.57600  -11.41911
O  4.39846  22.17768  -0.59175
C  -0.12330  19.73004  -12.03240
C  -4.32527  33.17946  -8.14617
H  3.93848  28.52103  -15.95796
H  8.01218  22.33076  -1.08730
H  3.61524  30.27725  -12.84153
C  1.26786  29.57958  -0.72461
C  2.38839  19.47249  -11.21615
C  -0.94973  28.42465  1.06330
H  -4.20832  33.35639  -11.06862
H  9.19672  22.46434  0.23117
C  3.45730  29.78674  -13.80203
H  0.20870  31.22590  2.06811
H  6.35327  23.58155  0.32888
H  -2.93647  16.32173  -11.55819
C  -1.75528  18.16997  -10.82397
H  8.75368  20.79819  -0.31351

***

The highest relative energy (zero: lowest compared OMol25 entry of this formula, charge and spin) belongs to which entry?
C29H76BrN5O4

***

The lowest relative energy (zero: lowest compared OMol25 entry of this formula, charge and spin) belongs to which entry?
C5H13NO

***

What is the energy in the first record?
-327.9131 Ha